Record 1
Computed, not measured: a structure of composition C32H46ClNO4P4Pb in a non-equilibrium geometry, with ωB97M-V/def2-TZVPD.

Structure (XYZ):
```
89
Properties=species:S:1:pos:R:3:forces:R:3
P 1.694 1.149 -3.562 -1.29 -0.08 0.88
C 3.150 1.451 -2.631 2.26 -0.45 0.84
C 4.121 0.832 -3.449 1.01 0.85 -0.18
H 3.828 0.035 -4.126 -0.11 0.16 -0.18
C 5.406 1.346 -3.572 0.04 -0.26 0.46
H 6.067 0.982 -4.354 -0.04 -0.08 0.27
C 5.816 2.361 -2.709 -0.25 0.09 0.06
H 6.810 2.790 -2.802 -0.19 -0.04 0.03
C 4.946 2.815 -1.716 -0.08 -0.11 0.22
H 5.304 3.563 -1.002 -0.21 -0.33 -0.20
C 3.620 2.359 -1.646 -0.15 -0.41 -0.65
H 2.978 2.676 -0.823 -0.04 0.33 -0.47
C 1.061 -0.489 -3.230 -1.16 -1.44 1.00
C 1.697 -1.572 -2.586 -0.10 -0.01 -0.10
H 2.452 -1.391 -1.823 0.26 0.12 -0.42
C 1.350 -2.897 -2.886 -0.21 -0.12 -0.03
H 1.902 -3.739 -2.441 -0.23 0.52 -0.16
C 0.323 -3.170 -3.799 0.23 0.08 0.16
H 0.126 -4.197 -4.112 0.03 0.32 0.10
C -0.437 -2.109 -4.301 0.00 -0.19 0.24
H -1.247 -2.315 -5.012 0.23 0.20 0.45
C -0.113 -0.801 -3.945 -0.02 -0.44 -0.44
H -0.762 -0.009 -4.304 0.25 0.17 -0.29
C 0.433 2.407 -3.142 -0.51 0.67 -0.79
C 0.598 3.186 -4.297 -0.71 0.77 -0.69
H 1.439 2.974 -4.959 -0.27 0.14 0.13
C -0.320 4.135 -4.728 -0.22 0.35 0.48
H -0.166 4.636 -5.683 -0.08 -0.03 0.31
C -1.424 4.417 -3.923 0.18 -0.18 -0.01
H -2.147 5.169 -4.234 0.09 -0.20 0.11
C -1.583 3.738 -2.711 0.30 -0.37 0.27
H -2.437 3.995 -2.066 0.46 -0.19 -0.27
C -0.675 2.729 -2.313 0.33 0.17 -0.52
H -0.817 2.257 -1.337 0.04 -0.01 -0.19
Pb 0.213 0.136 3.228 -1.96 0.01 3.69
C -1.667 -1.294 2.101 -0.09 -0.18 1.64
C -1.947 -1.481 0.819 0.12 -0.59 0.73
H -2.224 -1.690 2.986 0.20 0.07 -1.13
C -1.172 -0.860 -0.385 -0.33 0.62 -0.47
O -2.128 -0.145 -1.168 0.76 0.02 0.13
H -1.597 0.447 -1.736 -0.48 -0.15 -0.18
C -0.163 -0.011 0.196 0.80 0.29 3.25
H -0.661 -1.607 -0.989 -0.08 -0.45 -0.15
C 0.442 0.415 1.225 0.65 0.72 -8.82
Cl 1.857 2.348 3.081 -0.41 -1.37 0.43
P -1.622 2.383 2.876 0.05 0.48 1.46
P 1.931 -2.104 2.680 1.09 -1.14 1.12
C -1.127 3.396 4.320 0.29 -0.03 -0.12
H -0.036 3.536 4.284 -0.45 0.11 0.05
H -1.372 2.869 5.252 -0.04 0.13 -0.28
H -1.627 4.373 4.284 0.08 -0.26 0.10
C -1.719 3.590 1.509 0.34 -0.32 -0.44
H -2.394 3.232 0.720 0.13 0.05 0.21
H -0.720 3.710 1.071 -0.22 0.11 0.11
H -2.071 4.563 1.881 0.07 -0.34 -0.01
C -3.347 1.940 3.266 0.06 -0.34 -0.26
H -3.372 1.384 4.214 -0.01 0.23 -0.26
H -3.719 1.289 2.462 -0.12 0.20 0.21
H -3.960 2.850 3.331 0.12 -0.28 0.01
C 2.721 -2.438 4.293 -0.09 0.29 0.21
H 2.003 -2.932 4.961 0.18 0.14 -0.12
H 3.013 -1.490 4.760 0.06 -0.27 -0.04
H 3.606 -3.074 4.154 -0.30 0.14 0.06
C 1.159 -3.725 2.319 -0.87 0.27 -0.20
H 0.737 -3.715 1.306 0.12 -0.05 0.14
H 0.331 -3.891 3.020 0.20 -0.05 -0.10
H 1.874 -4.557 2.402 -0.01 0.45 0.04
C 3.370 -2.106 1.554 -0.03 0.81 -0.50
H 3.712 -1.070 1.433 0.13 -0.24 -0.07
H 3.107 -2.495 0.561 -0.04 0.14 0.28
H 4.194 -2.701 1.971 -0.40 0.12 0.01
P -3.319 -2.630 0.270 2.17 2.16 0.10
C -3.853 -3.604 1.656 -0.20 -0.14 -0.40
C -2.637 -3.618 -1.049 -0.32 -0.50 0.01
H -3.997 -2.966 2.539 -0.04 -0.35 -0.30
H -3.124 -4.410 1.826 -0.36 0.25 0.12
H -4.810 -4.007 1.291 0.13 -0.20 0.55
H -2.369 -3.037 -1.937 -0.06 0.09 0.24
H -3.446 -4.302 -1.310 0.06 -0.21 -0.28
H -1.783 -4.215 -0.715 -0.11 0.15 0.02
C -4.597 -1.579 -0.369 -0.61 -0.42 -0.01
H -5.000 -0.942 0.421 0.05 -0.05 -0.05
H -5.368 -2.278 -0.693 -0.38 0.20 -0.18
H -4.244 -0.976 -1.209 0.04 -0.19 0.21
H 1.310 1.087 1.251 -0.01 -0.01 0.10
O -0.651 -0.537 7.176 0.68 0.64 -2.09
N -0.338 -0.236 6.038 -1.03 -0.37 1.62
O 0.881 -0.209 5.643 -1.01 0.01 -0.90
O -1.270 0.073 5.155 1.60 -0.42 0.08
```
Positions in Å, forces in eV/Å.

Output
Lowest unoccupied orbital energy (alpha / beta), eV: -8.64 / -8.64
Frontier orbital gap (alpha / beta), eV: 3.052 / 3.051
Total charge: +2
HOMO level (alpha / beta), eV: -11.691 / -11.691

=====

Record 2
Computed, not measured: an isolated molecule of C3H6N2O in a non-equilibrium geometry, with ωB97M-V/def2-TZVPD.

Structure (XYZ):
```
12
Properties=species:S:1:pos:R:3:forces:R:3
N -2.340 -1.695 1.008 1.07 0.35 -0.33
C -1.277 -1.375 0.681 -0.96 -0.30 0.35
C 0.069 -0.966 0.200 -0.16 -0.14 -0.24
O 0.938 -0.733 1.261 0.07 0.16 0.03
C -0.065 0.301 -0.730 -0.04 -0.06 -0.10
N 0.598 1.440 -0.106 -0.05 0.23 -0.11
H 0.447 -1.807 -0.394 -0.08 0.11 0.07
H 1.102 0.236 1.224 0.03 -0.15 0.04
H -1.124 0.507 -0.915 0.18 -0.07 0.02
H 0.396 0.076 -1.695 -0.03 0.02 0.17
H 1.305 1.848 -0.704 -0.09 -0.06 0.12
H -0.049 2.167 0.170 0.07 -0.09 -0.03
```
Positions in Å, forces in eV/Å.

Output
Structure (SMILES): N#C[C@H](O)CN
Lowest unoccupied orbital energy, eV: 0.57
ΔE to the lowest compared entry with this formula, charge and spin, kcal/mol: 34.0
Frontier orbital gap, eV: 11.375
HOMO level, eV: -10.806

=====

Record 3
Computed, not measured: a cluster of 2 separate species, C32H44BrClNO14P3S2 in total in a non-equilibrium geometry, with ωB97M-V/def2-TZVPD.

Structure (XYZ):
```
98
Properties=species:S:1:pos:R:3:forces:R:3
C -6.532 -1.442 2.833 -0.54 0.54 -0.63
C -6.755 -0.944 1.268 -0.07 0.16 0.78
O -5.980 0.323 1.138 0.16 -1.96 -2.50
C -5.597 0.530 -0.298 -0.06 0.85 0.66
C -4.388 1.681 -0.285 -2.41 0.58 0.51
O -3.140 1.213 -0.930 1.98 1.70 3.23
C -1.949 1.612 -0.120 2.82 0.33 2.27
C -1.381 3.181 -0.052 0.59 -0.92 1.30
C -2.183 4.310 -0.985 1.04 -0.62 -0.50
C -1.586 4.075 -2.529 0.83 -0.85 0.19
C -2.606 3.213 -3.490 -0.08 1.17 -0.21
S -1.897 1.518 -3.993 -1.41 -0.04 0.80
C -0.076 3.655 0.835 -1.38 -3.51 0.10
C 0.420 5.241 0.790 -0.62 -1.01 -0.12
O 0.911 5.449 -0.613 -2.07 0.32 1.03
N 2.083 4.816 -0.804 1.12 -3.19 -2.16
O 2.037 4.029 -1.737 -0.03 2.69 2.37
C 0.762 2.542 1.733 -4.17 -0.24 -3.23
P 2.314 2.996 2.819 -0.68 -0.81 2.04
O 1.828 4.361 3.848 1.67 -0.23 -2.46
Cl 3.963 3.573 1.607 -1.18 0.29 0.09
C 0.212 0.991 1.663 -0.70 1.65 -1.17
C -1.114 0.509 0.764 0.89 2.57 -0.12
C -1.472 -1.125 0.805 -3.67 -1.46 0.60
O -2.715 -1.604 0.921 7.70 3.01 -1.00
C -0.122 -2.110 0.738 2.95 -1.45 0.04
C -0.046 -3.472 -0.174 2.27 2.22 2.43
C -1.382 -3.889 -1.029 0.58 -0.86 -0.14
C -2.227 -5.157 -0.341 -0.10 0.07 -0.37
C -3.043 -5.916 -1.571 0.56 0.04 -0.23
C -2.176 -7.168 -2.241 -0.64 0.64 0.32
O -3.188 -8.184 -2.643 2.28 -0.15 -0.17
C 1.386 -4.299 -0.164 -0.97 1.99 1.32
C 1.445 -5.647 -1.129 -0.46 0.72 -0.09
C 2.221 -5.311 -2.557 -0.08 -0.48 -0.17
C 2.052 -3.726 -3.025 -0.37 0.03 1.97
S 2.509 -3.474 -4.837 -0.47 0.50 0.62
C 2.724 -3.814 0.715 -4.15 1.61 0.40
P 4.315 -4.863 0.562 -0.56 0.84 -0.81
P 5.260 -5.227 2.513 5.10 2.74 2.88
O 6.501 -4.216 2.701 -5.04 -3.80 -0.94
O 4.166 -5.044 3.856 2.32 -2.74 -1.97
O 5.987 -6.832 2.398 -1.52 2.53 -1.60
C 2.645 -2.448 1.643 -3.81 -0.98 -2.25
Br 4.211 -1.738 2.738 -2.33 -1.18 -1.78
C 1.209 -1.627 1.628 0.13 -1.55 -1.38
C 1.029 -0.208 2.496 1.23 0.00 4.11
O 1.464 -0.073 3.755 -2.73 -0.70 -8.13
H -6.192 -2.564 2.836 -0.79 2.23 0.19
H -5.703 -0.761 3.328 -1.75 -1.50 -1.12
H -7.566 -1.274 3.390 2.37 -0.61 -0.95
H -7.893 -0.675 1.049 2.32 -0.80 0.42
H -6.379 -1.773 0.507 -0.69 1.84 1.52
H -5.225 -0.456 -0.813 -0.67 1.83 1.07
H -6.592 0.945 -0.811 2.35 -0.85 0.68
H -4.247 2.016 0.839 -0.05 -0.90 -2.33
H -4.861 2.612 -0.863 1.41 -1.91 1.00
H -3.345 4.176 -0.972 2.32 0.04 0.12
H -1.958 5.415 -0.660 -0.28 -2.36 -0.41
H -0.598 3.413 -2.430 -2.10 1.61 -0.15
H -1.234 5.087 -3.029 -1.05 -2.03 1.05
H -2.689 3.818 -4.509 -0.25 -1.41 2.26
H -3.634 3.048 -2.956 1.94 0.42 -1.29
H -2.891 0.606 -3.527 1.15 1.50 -0.43
H -0.506 5.975 0.895 2.22 -1.65 -0.16
H 1.285 5.472 1.550 -1.85 -0.60 -1.40
H 2.577 5.035 3.901 -1.25 -1.24 -0.13
H -1.014 -4.296 -2.073 -0.62 0.85 2.02
H -2.112 -2.983 -1.264 1.80 -1.84 0.86
H -2.997 -4.777 0.485 1.85 -0.69 -1.85
H -1.458 -5.906 0.173 -1.68 1.62 -1.08
H -4.096 -6.293 -1.226 2.16 0.50 -0.63
H -3.210 -5.136 -2.431 0.14 -1.41 1.68
H -1.412 -7.588 -1.459 -1.47 0.62 -1.38
H -1.591 -6.788 -3.183 -1.01 -0.69 1.71
H -2.714 -8.973 -3.054 -0.79 1.66 0.82
H 1.929 -6.541 -0.535 -0.77 1.87 -1.28
H 0.362 -6.028 -1.451 2.22 1.21 1.12
H 1.746 -6.020 -3.369 1.01 1.44 1.53
H 3.340 -5.637 -2.421 -2.01 0.95 -0.51
H 0.934 -3.392 -2.836 2.34 -0.73 -0.45
H 2.741 -3.095 -2.291 -1.48 -1.18 -1.76
H 2.015 -2.193 -5.165 0.37 -1.37 0.92
H 3.993 -6.215 0.084 -0.43 1.03 0.88
H 4.308 -5.867 4.414 -0.39 1.30 -0.59
H 6.397 -6.820 1.462 -0.68 -0.06 2.11
C 5.579 10.733 2.296 0.05 0.34 0.39
O 5.497 9.849 1.180 -0.48 -0.97 0.05
C 4.862 8.679 1.440 -0.11 -0.17 0.17
O 4.380 8.347 2.512 0.62 0.45 -1.43
O 4.857 7.941 0.301 0.10 0.89 0.91
C 4.216 6.673 0.427 -0.03 -0.43 0.01
H 6.106 11.636 1.974 -0.09 -0.32 -0.21
H 4.579 11.021 2.635 0.18 -0.19 0.04
H 6.149 10.275 3.111 -0.25 0.02 -0.09
H 3.161 6.798 0.691 0.24 0.00 0.08
H 4.731 6.052 1.167 -0.21 0.30 -0.09
H 4.271 6.169 -0.542 0.12 0.36 0.17
```
Positions in Å, forces in eV/Å.

Output
Structure (SMILES): CCOCCOc1c(CCCS)c(CON=O)c(P(O)Cl)c2c1C(=O)c1c(CCCCO)c(CCCS)c(PP(=O)(O)O)c(Br)c1C2=O.COC(=O)OC
Lowest unoccupied orbital energy, eV: -1.90
ΔE to the lowest compared entry with this formula, charge and spin, kcal/mol: 619.5
Frontier orbital gap, eV: 6.928
HOMO level, eV: -8.823

=====

Record 4
Computed, not measured: an isolated molecule of C4H7NO, with ωB97M-V/def2-TZVPD.

Structure (XYZ):
```
13
Properties=species:S:1:pos:R:3:forces:R:3
C 1.391 -0.627 0.106 0.01 0.00 -0.01
C 0.002 -0.051 -0.015 0.08 -0.09 0.12
C -1.135 -0.981 0.297 -0.35 0.16 0.06
O -2.224 -0.625 0.683 0.43 -0.17 -0.23
C -0.265 1.394 0.162 0.01 0.19 0.25
N -0.236 0.825 -1.178 -0.17 0.00 -0.27
H 1.439 -1.640 -0.312 -0.02 0.15 0.01
H 2.090 0.004 -0.449 -0.08 -0.09 0.11
H 1.707 -0.678 1.153 -0.04 0.00 -0.13
H -0.927 -2.052 0.092 -0.01 0.05 0.14
H -1.224 1.672 0.590 0.12 -0.07 -0.08
H 0.566 2.054 0.397 -0.08 -0.14 -0.04
H -1.185 0.706 -1.527 0.09 0.01 0.08
```
Positions in Å, forces in eV/Å.

Output
Structure (SMILES): C[C@@]1(C=O)CN1
Lowest unoccupied orbital energy, eV: 0.84
ΔE to the lowest compared entry with this formula, charge and spin, kcal/mol: 44.9
Frontier orbital gap, eV: 10.640
HOMO level, eV: -9.799

=====

Result set for electronic energy: -3620.19382, -302.63894, -7207.47874, -286.56010 a.u., one per record in the order listed.